[1]
C38H40IN4O11P3V | wB97M-V/def2-TZVPD

Structure (XYZ):
```
98
C38H40IN4O11P3V, DFT wB97M-V/def2-TZVPD
V 0.097 0.317 0.305
I -1.960 -1.359 -0.733
C -2.124 -3.301 0.038
C -3.416 -3.628 0.356
C -3.769 -4.963 0.643
C -2.822 -5.934 0.532
C -1.481 -5.615 0.205
C -0.545 -6.663 0.049
C 0.752 -6.395 -0.273
C 1.171 -5.059 -0.358
C 0.313 -3.999 -0.187
P 1.150 -2.369 0.022
C 2.180 -2.274 -1.483
C 3.452 -2.832 -1.571
C 4.204 -2.686 -2.728
C 3.691 -1.985 -3.809
C 2.417 -1.439 -3.734
C 1.667 -1.584 -2.578
C 2.279 -2.806 1.394
C 3.570 -2.291 1.508
C 4.339 -2.560 2.630
C 3.835 -3.343 3.657
C 2.557 -3.871 3.549
C 1.787 -3.607 2.427
C -1.076 -4.264 0.018
H -4.188 -2.873 0.354
H -4.791 -5.203 0.898
H -3.076 -6.974 0.688
H -0.886 -7.682 0.178
H 1.467 -7.192 -0.415
H 2.225 -4.869 -0.513
H 3.876 -3.375 -0.736
H 5.191 -3.124 -2.782
H 4.278 -1.872 -4.710
H 2.005 -0.896 -4.572
H 0.683 -1.135 -2.531
H 3.991 -1.690 0.719
H 5.340 -2.157 2.696
H 4.438 -3.550 4.529
H 2.155 -4.492 4.338
H 0.795 -4.039 2.362
C 3.405 3.751 -0.936
C 2.717 2.434 -1.280
O 3.040 1.996 -2.594
P 3.277 1.065 -0.209
O 4.533 0.438 -0.928
O 3.863 1.608 1.148
O 2.213 0.060 0.087
P 0.916 2.577 -0.954
O 0.354 1.212 -1.669
O 0.298 3.807 -1.439
O 0.835 2.152 0.536
H 4.486 3.657 -1.052
H 3.165 4.077 0.076
H 3.046 4.519 -1.622
H 2.552 2.527 -3.237
H 4.386 0.254 -1.871
H 4.672 2.133 1.082
H -0.647 1.333 -1.937
O -2.090 1.501 -1.841
C -2.328 1.812 -0.651
O -1.595 1.393 0.322
C -3.479 2.668 -0.308
C -3.598 3.214 0.964
C -4.660 4.054 1.295
C -5.579 4.302 0.304
O -6.689 5.078 0.374
C -7.303 5.019 -0.917
O -6.502 4.180 -1.746
C -5.462 3.759 -0.971
C -4.419 2.946 -1.318
H -2.836 3.003 1.699
H -4.756 4.497 2.275
H -7.334 6.024 -1.342
H -8.300 4.585 -0.816
H -4.307 2.541 -2.311
C 1.223 0.204 3.090
N -0.135 0.175 2.442
C -0.836 -1.056 2.925
N -0.921 -1.104 4.366
C 0.432 -1.058 4.925
N 1.137 0.161 4.530
C 0.370 1.316 4.995
N -0.979 1.309 4.436
C -0.902 1.349 2.998
C -1.651 0.075 4.836
H 1.711 1.127 2.767
H 1.790 -0.652 2.725
H -0.285 -1.926 2.556
H -1.843 -1.054 2.492
H 0.995 -1.924 4.574
H 0.364 -1.096 6.013
H 0.880 2.231 4.690
H 0.307 1.290 6.083
H -0.397 2.254 2.656
H -1.903 1.309 2.571
H -2.660 0.064 4.418
H -1.719 0.038 5.924
```

Computed properties:
Frontier orbital gap (spin up / spin down), eV: 6.6 / 7.5
Highest occupied orbital energy (spin up / spin down), eV: -10.103 / -10.106
2S+1: 3
Net charge: +1
M, u: 999.5
⟨S²⟩: 2.0202



[2]
C19H17CuF5N2O | wB97M-V/def2-TZVPD

Structure (XYZ):
```
45
C19H17CuF5N2O, DFT wB97M-V/def2-TZVPD
C 1.961 -4.269 1.192
C 1.119 -5.045 0.180
H 2.979 -4.133 0.825
H 2.033 -4.834 2.127
H 1.549 -3.294 1.429
H 0.880 -4.453 -0.698
H 1.668 -5.933 -0.151
H 0.189 -5.397 0.629
C 2.046 1.781 -0.064
C 2.666 3.019 -0.249
C 2.303 3.810 -1.347
C 1.309 3.344 -2.200
H 2.283 1.152 0.790
H 3.414 3.350 0.470
H 2.789 4.769 -1.531
H 0.935 3.929 -3.035
N 1.132 1.298 -0.923
C 0.751 2.076 -1.977
C -0.315 1.496 -2.781
N -0.794 0.319 -2.302
C -1.818 -0.275 -2.937
C -1.855 1.438 -4.637
C -2.355 0.234 -4.129
H -2.204 -1.184 -2.474
H -3.157 -0.308 -4.627
C -0.858 2.104 -3.929
H -0.475 3.081 -4.220
H -2.238 1.858 -5.566
Cu 0.132 -0.342 -0.607
C -0.200 -2.164 -0.196
H 0.229 -2.775 -1.001
H -1.295 -2.221 -0.144
H 0.223 -2.364 0.798
F -1.424 1.085 6.327
C -1.332 0.978 4.989
C -2.469 1.152 4.194
F -3.650 1.453 4.775
C -2.388 1.016 2.826
F -3.487 1.168 2.068
C -1.152 0.702 2.162
O -1.088 0.644 0.893
C -0.040 0.483 3.028
F 1.123 0.051 2.483
C -0.111 0.668 4.388
F 0.994 0.531 5.150
```

Computed properties:
Frontier orbital gap (spin up / spin down), eV: 5.7 / 5.6
Highest occupied orbital energy (spin up / spin down), eV: -6.925 / -6.928
2S+1: 2
M, u: 447.9
⟨S²⟩: 0.7540



[3]
C24H22Cl2PPm | wB97M-V/def2-TZVPD

Structure (XYZ):
```
50
C24H22Cl2PPm, DFT wB97M-V/def2-TZVPD
C -2.486 0.581 3.453
C -1.858 1.429 2.490
C -2.645 1.403 1.299
H -0.963 2.027 2.654
C -3.765 0.547 1.530
C -3.671 0.042 2.861
H -4.382 -0.616 3.349
H -2.149 0.427 4.469
H -2.432 1.953 0.378
H -4.551 0.319 0.808
Pm -1.779 -1.101 1.548
Cl -3.010 -2.395 -0.253
P 0.276 -0.059 -0.309
C -0.377 0.959 -1.682
C 0.288 2.092 -2.178
H 1.222 2.420 -1.717
C -0.246 2.789 -3.268
H 0.291 3.651 -3.663
C -1.449 2.378 -3.851
H -1.847 2.910 -4.718
C -2.135 1.276 -3.328
H -3.081 0.962 -3.770
C -1.611 0.570 -2.248
H -2.144 -0.294 -1.835
C 1.607 0.907 0.483
C 1.320 2.196 0.978
H 0.343 2.649 0.787
C 2.282 2.893 1.710
H 2.051 3.887 2.094
C 3.544 2.329 1.940
H 4.310 2.894 2.477
C 3.822 1.041 1.467
H 4.801 0.593 1.642
C 2.854 0.321 0.764
H 3.063 -0.692 0.415
C 1.102 -1.478 -1.121
C 1.657 -1.354 -2.403
H 1.571 -0.409 -2.945
C 2.323 -2.444 -2.978
H 2.781 -2.330 -3.958
C 2.396 -3.665 -2.299
H 2.924 -4.509 -2.749
C 1.796 -3.798 -1.043
H 1.837 -4.752 -0.521
C 1.153 -2.715 -0.444
H 0.692 -2.830 0.544
Cl -1.317 -2.511 4.566
C -1.439 -3.118 2.985
H -0.572 -3.739 2.738
H -2.395 -3.632 2.852
```

Computed properties:
Frontier orbital gap (spin up / spin down), eV: 7.1 / 7.1
Highest occupied orbital energy (spin up / spin down), eV: -7.086 / -7.040
2S+1: 5
M, u: 557.3
⟨S²⟩: 6.0082



[4]
C5H6O2 | wB97M-V/def2-TZVPD

Structure (XYZ):
```
13
C5H6O2, DFT wB97M-V/def2-TZVPD
O 1.897 -1.528 0.447
C 0.956 -0.861 0.091
C -0.238 -1.382 -0.705
O -1.047 -0.267 -1.029
C -0.491 0.921 -0.522
C -0.543 1.070 0.947
C 0.745 0.599 0.290
H -0.783 -2.108 -0.089
H 0.077 -1.886 -1.627
H -0.604 1.757 -1.208
H -1.120 0.385 1.555
H -0.448 2.080 1.336
H 1.599 1.219 0.514
```

Computed properties:
SMILES: O=C1CO[C@H]2C[C@@H]12
Frontier orbital gap, eV: 10.5
Highest occupied orbital energy, eV: -9.610
M, u: 98.1



[5]
C20H22N4O3S | wB97M-V/def2-TZVPD

Structure (XYZ):
```
50
C20H22N4O3S, DFT wB97M-V/def2-TZVPD
C 3.035 0.502 -3.716
O 1.755 0.532 -3.137
C 1.334 -0.571 -2.435
C 2.109 -1.694 -2.183
C 1.592 -2.736 -1.433
C 0.296 -2.692 -0.924
N -0.181 -3.765 -0.185
C -1.249 -3.604 0.778
C -1.146 -2.356 1.592
N -2.134 -1.541 1.824
N -1.674 -0.507 2.540
C -0.399 -0.699 2.730
S 0.671 0.402 3.523
C -0.554 1.608 4.107
C -1.748 1.886 3.192
O -2.835 1.996 3.712
C -1.512 2.154 1.764
C -2.620 2.093 0.912
C -2.494 2.360 -0.427
C -1.250 2.712 -0.965
O -1.240 2.989 -2.290
C -0.026 3.365 -2.903
C -0.140 2.765 -0.125
C -0.274 2.488 1.223
N 0.005 -1.874 2.165
C 1.326 -2.432 2.191
C -0.487 -1.570 -1.205
C 0.029 -0.529 -1.946
H 3.140 1.444 -4.253
H 3.821 0.432 -2.956
H 3.138 -0.328 -4.422
H 3.119 -1.774 -2.553
H 2.209 -3.603 -1.241
H 0.536 -4.425 0.072
H -1.253 -4.480 1.434
H -2.218 -3.564 0.269
H -0.941 1.256 5.065
H 0.004 2.533 4.265
H -3.572 1.817 1.338
H -3.342 2.313 -1.092
H 0.389 4.267 -2.445
H 0.707 2.554 -2.865
H -0.278 3.573 -3.942
H 0.833 3.023 -0.513
H 0.602 2.560 1.849
H 1.886 -1.960 2.999
H 1.271 -3.506 2.372
H 1.841 -2.244 1.246
H -1.500 -1.504 -0.844
H -0.581 0.333 -2.160
```

Computed properties:
SMILES: COc1ccc(NCc2nnc(SCC(=O)c3ccc(OC)cc3)n2C)cc1
Frontier orbital gap, eV: 8.2
Highest occupied orbital energy, eV: -7.750
M, u: 398.5



[6]
C3H2ClF | wB97M-V/def2-TZVPD

Structure (XYZ):
```
7
C3H2ClF, DFT wB97M-V/def2-TZVPD
C 0.608 -0.049 1.554
C 0.052 0.142 0.172
C -0.779 0.140 -0.903
F 0.983 -1.299 1.665
Cl 1.696 0.892 0.165
H -1.825 -0.361 -0.780
H -0.736 0.534 -1.873
```

Computed properties:
Frontier orbital gap, eV: 9.7
Highest occupied orbital energy, eV: -9.110
M, u: 92.5



[7]
C4H13N3 | wB97M-V/def2-TZVPD

Structure (XYZ):
```
20
C4H13N3, DFT wB97M-V/def2-TZVPD
C 1.454 0.996 -0.731
N 0.016 1.125 -0.711
C -0.565 2.433 -0.286
N -0.634 0.213 0.646
N -0.560 -1.099 0.648
C -1.463 -1.660 -0.300
C 0.721 -1.870 0.862
H 1.808 0.174 -1.466
H 2.015 1.792 -1.237
H 1.915 0.710 0.270
H 0.002 2.886 0.602
H -0.597 3.068 -1.133
H -1.599 2.010 0.161
H -0.013 0.582 1.518
H -1.760 -2.703 -0.067
H -2.292 -0.988 -0.316
H -1.120 -1.718 -1.328
H 1.132 -1.097 1.367
H 0.322 -2.664 1.536
H 1.217 -2.189 -0.035
```

Computed properties:
SMILES: CN(C)NN(C)C
Frontier orbital gap, eV: 8.9
Highest occupied orbital energy, eV: -7.884
M, u: 103.2



[8]
C11H14BN7OV | wB97M-V/def2-TZVPD

Structure (XYZ):
```
35
C11H14BN7OV, DFT wB97M-V/def2-TZVPD
H -2.496 -1.752 -0.543
N -0.671 -0.707 -0.933
B 1.620 -0.042 -1.808
N 0.332 -0.892 -1.906
C 0.041 -1.965 -2.617
V -0.375 0.659 0.430
H 0.741 -2.363 -3.356
C -1.175 -2.499 -2.210
H -1.660 -3.347 -2.594
C -1.594 -1.683 -1.139
H 2.400 -0.337 -2.682
C -2.451 0.379 3.938
H -3.080 0.863 3.139
H -1.528 1.130 4.189
H -2.000 -0.618 3.510
N 2.191 -0.299 -0.393
N 1.203 1.455 -1.880
N 1.442 -0.030 0.758
N 0.304 1.992 -0.954
C 3.388 -0.848 -0.028
C 1.537 2.433 -2.765
H 4.099 -1.161 -0.813
H 2.200 2.264 -3.603
C 3.405 -0.992 1.369
C 0.853 3.576 -2.430
C 2.188 -0.492 1.839
C 0.112 3.278 -1.271
H 4.208 -1.415 1.945
H 0.842 4.511 -2.994
H 1.790 -0.342 2.834
H -0.547 3.978 -0.733
H -3.400 -0.236 4.315
O -4.826 -2.068 2.096
C -4.665 -1.536 3.144
N -4.431 -0.897 4.144
```

Computed properties:
Frontier orbital gap (spin up / spin down), eV: 5.8 / 5.8
Highest occupied orbital energy (spin up / spin down), eV: -6.485 / -6.483
2S+1: 4
M, u: 322.0
⟨S²⟩: 3.7599



[9]
C27H53N10ReTe | wB97M-V/def2-TZVPD

Structure (XYZ):
```
92
C27H53N10ReTe, DFT wB97M-V/def2-TZVPD
Re 0.181 0.740 -0.298
C -4.586 0.253 -3.078
N -3.879 0.385 -1.819
C -4.764 0.785 -0.731
C -2.578 0.107 -1.568
N -1.812 0.898 -0.863
C -2.196 2.305 -0.736
C -1.086 3.165 -1.368
N 0.192 2.964 -0.670
C 0.314 3.815 0.528
C 0.665 3.012 1.797
N -0.023 1.734 1.862
C -0.668 1.344 2.956
N -1.305 2.167 3.820
C -1.388 1.882 5.241
C -1.933 3.408 3.427
N -0.646 0.025 3.267
C 0.400 -0.812 2.736
C -1.766 -0.692 3.842
C 1.354 3.077 -1.563
C 2.578 2.406 -0.931
N 2.274 0.990 -0.673
C 3.217 0.079 -0.762
N 4.498 0.285 -0.436
C 5.674 -0.482 -0.818
C 4.884 1.398 0.418
N 2.791 -1.254 -1.186
C 3.068 -2.271 -0.167
C 3.263 -1.580 -2.540
N -2.038 -1.212 -1.939
C -2.221 -1.608 -3.342
C -2.683 -2.180 -1.040
H -5.234 1.126 -3.179
H -5.227 -0.630 -3.105
H -3.907 0.248 -3.922
H -5.201 1.770 -0.892
H -4.232 0.769 0.215
H -5.582 0.062 -0.677
H -2.303 2.547 0.325
H -3.125 2.530 -1.257
H -1.398 4.215 -1.364
H -0.974 2.856 -2.412
H -0.631 4.335 0.697
H 1.082 4.580 0.374
H 0.468 3.638 2.670
H 1.742 2.792 1.808
H -0.713 1.074 5.505
H -2.403 1.627 5.555
H -1.084 2.775 5.791
H -1.908 3.521 2.346
H -1.452 4.269 3.896
H -2.979 3.399 3.747
H 1.318 -0.232 2.669
H 0.140 -1.183 1.730
H 0.560 -1.655 3.407
H -2.613 -0.033 4.015
H -1.489 -1.167 4.786
H -2.083 -1.477 3.150
H 1.591 4.124 -1.796
H 1.119 2.570 -2.505
H 2.833 2.951 -0.021
H 3.410 2.489 -1.633
H 5.465 -1.444 -1.260
H 6.285 -0.661 0.067
H 6.271 0.109 -1.518
H 5.210 2.270 -0.150
H 5.728 1.077 1.026
H 4.074 1.662 1.090
H 4.065 -2.194 0.263
H 2.948 -3.264 -0.599
H 2.334 -2.149 0.631
H 4.340 -1.640 -2.659
H 2.889 -0.819 -3.226
H 2.834 -2.543 -2.821
H -3.245 -1.898 -3.573
H -1.577 -2.467 -3.536
H -1.908 -0.795 -3.996
H -2.337 -1.993 -0.021
H -2.407 -3.191 -1.334
H -3.771 -2.093 -1.078
Te 0.372 -1.409 -1.666
C 0.266 -3.468 -1.080
C 0.547 -4.352 -2.121
C 0.552 -5.717 -1.886
C 0.276 -6.196 -0.614
C -0.016 -5.313 0.415
C -0.020 -3.947 0.190
H 0.764 -3.969 -3.112
H 0.764 -6.404 -2.691
H 0.283 -7.257 -0.429
H -0.241 -5.694 1.397
H -0.246 -3.266 0.996
```

Computed properties:
Frontier orbital gap (spin up / spin down), eV: 6.2 / 6.4
Highest occupied orbital energy (spin up / spin down), eV: -14.994 / -15.004
2S+1: 2
Net charge: +3
M, u: 831.6
⟨S²⟩: 0.7631



[10]
C22H20FN5O | wB97M-V/def2-TZVPD

Structure (XYZ):
```
49
C22H20FN5O, DFT wB97M-V/def2-TZVPD
C 5.688 -0.359 0.272
N 4.273 -0.429 0.721
C 3.529 0.863 1.039
C 3.735 -1.628 1.218
O 4.445 -2.609 1.267
C 2.253 -1.797 1.541
C 1.962 -2.285 2.892
C 0.612 -2.491 3.338
C -0.333 -2.024 2.436
C -0.112 -1.527 1.124
C 1.195 -1.469 0.639
N -1.311 -1.294 0.497
C -1.492 -0.376 -0.615
N -0.464 0.514 -0.674
C -0.526 1.416 -1.649
C -1.678 1.605 -2.413
C -1.753 2.719 -3.442
C -2.442 2.565 -4.639
C -2.746 3.650 -5.382
C -2.062 4.837 -5.010
N -1.303 4.962 -4.011
C -1.096 3.968 -3.182
F -0.452 4.342 -2.076
C -2.685 0.541 -2.280
N -2.598 -0.329 -1.342
C -2.515 -1.995 1.145
C -1.863 -2.160 2.512
C -2.491 -1.702 3.844
C -2.360 -3.187 3.621
H 5.974 0.519 -0.344
H 6.330 -0.379 1.144
H 5.944 -1.222 -0.202
H 2.723 1.132 0.350
H 3.296 0.836 2.094
H 4.348 1.717 0.974
H 2.747 -2.504 3.524
H 0.371 -2.797 4.339
H 1.294 -1.054 -0.367
H 0.301 2.092 -1.730
H -2.867 1.522 -4.752
H -3.451 3.747 -6.266
H -2.273 5.858 -5.414
H -3.603 0.550 -2.873
H -2.710 -2.903 0.544
H -3.385 -1.368 1.157
H -3.597 -1.316 4.096
H -1.830 -1.448 4.700
H -1.627 -3.634 4.234
H -3.393 -3.670 3.401
```

Computed properties:
SMILES: CN(C)C(=O)c1ccc2c(c1)N(c1ncc(-c3cccnc3F)cn1)CC21CC1
Frontier orbital gap, eV: 7.6
Highest occupied orbital energy, eV: -7.619
M, u: 389.4



| no. | E_tot (eV) |
| --- | --- |
| 1 | -130195.983 |
| 2 | -83231.055 |
| 3 | -76134.638 |
| 4 | -9375.625 |
| 5 | -44034.090 |
| 6 | -18378.259 |
| 7 | -8824.291 |
| 8 | -50473.896 |
| 9 | -53156.179 |
| 10 | -35350.660 |